1.
Entry from OMol25: a cluster of 2 separate species, C10H16 in total (ωB97M-V with the def2-TZVPD basis set).

XYZ file:
```
26
Properties=species:S:1:pos:R:3:nbo_charge:R:1
C 0.740 3.583 -1.572 -0.3953
C -0.277 2.658 -0.926 -0.6151
C 2.102 2.971 -1.700 -0.6157
H 0.318 3.767 -2.636 0.2023
H 0.804 4.413 -0.879 0.1924
H -0.078 1.914 -0.151 0.2135
H 2.164 2.081 -1.067 0.2028
H -0.651 2.053 -1.864 0.1951
H -1.086 3.388 -0.602 0.2046
H 2.224 2.638 -2.690 0.2047
H 2.799 3.796 -1.413 0.2102
C 1.305 -0.496 2.064 -0.6261
C -0.619 -3.109 -0.096 -0.1873
C -1.860 -2.389 -0.246 -0.2277
C 0.490 -2.414 0.489 -0.2175
C 0.247 -1.250 1.205 -0.0155
C -2.026 -1.133 0.306 -0.2058
C -0.992 -0.602 1.107 -0.2278
H -0.501 -4.101 -0.462 0.2103
H -2.568 -2.922 -0.822 0.2087
H 1.471 -2.729 0.456 0.2070
H -3.034 -0.651 0.155 0.2156
H 1.670 -1.066 2.881 0.2169
H 0.940 0.463 2.487 0.2200
H -1.361 0.337 1.424 0.2172
H 2.235 -0.301 1.402 0.2122
```

Calculated values
**Structure (SMILES)**: Cc1ccccc1.CCC
**E_LUMO**: 0.97 eV
**2S+1**: 1
**Net charge**: 0
**Orbital gap**: 9.9 eV



2.
Entry from OMol25: a cluster of 2 separate species, C2H10NO in total (ωB97M-V with the def2-TZVPD basis set).

XYZ file:
```
14
Properties=species:S:1:pos:R:3:nbo_charge:R:1
C 1.702 1.201 1.526 -0.4510
N 0.804 0.582 0.518 -0.6689
H 0.043 1.227 0.301 0.4633
H 1.161 0.448 -0.434 0.4580
H 0.542 -0.343 0.853 0.4485
H 2.350 0.469 1.995 0.2424
H 1.156 1.641 2.396 0.2506
H 2.309 2.012 1.070 0.2468
C -1.475 -1.521 -0.790 -0.2594
O -1.042 -0.227 -1.244 -0.8029
H -1.233 0.007 -2.156 0.5027
H -2.074 -2.079 -1.492 0.2119
H -0.625 -2.125 -0.479 0.1685
H -2.112 -1.215 0.041 0.1893
```

Calculated values
**E_LUMO**: -3.65 eV
**2S+1**: 1
**Net charge**: +1
**Orbital gap**: 11.2 eV



3.
Entry from OMol25: a structure of composition C22H45N2P3SSeTm (ωB97M-V with the def2-TZVPD basis set).

XYZ file:
```
75
Properties=species:S:1:pos:R:3:mulliken_spin:R:1
Tm 0.064 -0.321 -0.272 1.0421
P 1.216 -0.995 2.261 -0.0074
P -0.182 2.132 1.026 -0.0076
P 3.428 1.245 -1.423 0.0022
H 0.547 -3.755 -4.604 0.0276
C 1.368 -3.213 -4.159 0.6143
C 1.775 -3.427 -2.832 0.0260
H 1.175 -4.045 -2.154 0.0112
C 0.023 -1.884 3.362 0.0009
C 1.722 0.290 3.503 -0.0002
C 2.684 -2.094 2.442 -0.0017
C -1.104 3.119 -0.212 -0.0007
C -1.447 2.059 2.369 -0.0012
C 0.812 3.472 1.780 -0.0009
C 4.812 0.716 -2.423 0.0008
C 3.701 1.398 0.347 0.0017
C 2.438 2.577 -2.144 0.0000
H 2.063 -2.672 -4.815 0.0146
H 2.875 -3.433 -2.675 0.0405
H -0.171 -2.896 2.974 -0.0002
H -0.919 -1.305 3.385 0.0004
H 0.412 -1.965 4.394 -0.0003
H 0.901 0.987 3.711 0.0000
H 2.585 0.860 3.133 -0.0002
H 2.006 -0.194 4.452 0.0000
H 2.689 -2.815 1.615 0.0010
H 2.655 -2.642 3.401 -0.0001
H 3.615 -1.513 2.407 0.0002
H -1.460 4.032 0.290 -0.0001
H -1.958 2.553 -0.613 0.0013
H -0.423 3.387 -1.036 -0.0004
H -1.847 3.080 2.483 0.0000
H -0.993 1.740 3.318 0.0000
H -2.262 1.372 2.105 0.0006
H 0.122 4.300 2.005 -0.0002
H 1.587 3.829 1.096 0.0000
H 1.274 3.139 2.717 0.0002
H 5.452 1.575 -2.635 0.0007
H 4.448 0.269 -3.361 -0.0001
H 5.369 -0.073 -1.907 0.0001
H 4.659 1.881 0.530 0.0004
H 3.717 0.421 0.864 -0.0007
H 2.926 1.992 0.842 -0.0011
H 3.057 3.192 -2.802 0.0002
H 2.007 3.210 -1.355 0.0002
H 1.594 2.177 -2.717 0.0017
C 0.239 -1.069 -2.612 -0.0233
C 0.398 -0.075 -3.593 0.0478
C -0.473 -0.034 -4.689 -0.0210
C -1.565 -0.897 -4.741 0.0094
C -1.817 -1.797 -3.711 -0.0110
C -0.954 -1.880 -2.612 0.0176
S 1.705 -1.696 -1.689 0.2226
H 2.684 0.059 -1.734 -0.0052
H 1.277 0.570 -3.578 -0.0016
H -0.242 0.624 -5.535 -0.0013
H -2.266 -0.902 -5.584 0.0018
H -2.695 -2.435 -3.761 0.0017
H -1.042 -2.680 -1.878 0.0016
C -3.038 -2.867 2.108 -0.0004
N -3.624 -1.541 2.098 0.0002
C -4.514 -1.077 3.046 0.0002
C -4.969 0.133 2.636 0.0000
N -4.337 0.409 1.423 -0.0004
C -4.592 1.588 0.605 -0.0005
C -3.492 -0.618 1.094 0.0009
Se -2.546 -0.762 -0.492 -0.0053
H -3.779 -3.554 2.533 0.0000
H -2.142 -2.912 2.734 0.0001
H -2.771 -3.149 1.094 0.0002
H -4.766 -1.662 3.908 0.0000
H -5.690 0.816 3.038 0.0000
H -5.673 1.794 0.659 0.0000
H -4.046 2.463 0.989 0.0000
H -4.284 1.391 -0.431 0.0001
```

Calculated values
**E_LUMO (alpha / beta)**: -7.89 / -9.29 eV
**Expectation value of S²**: 2.020
**2S+1**: 3
**Net charge**: +3
**Orbital gap (alpha / beta)**: 8.1 / 5.7 eV



4.
Entry from OMol25: a cluster of 9 separate species, C2H22NO9 in total (ωB97M-V with the def2-TZVPD basis set).

XYZ file:
```
34
Properties=species:S:1:pos:R:3:nbo_charge:R:1
O 2.237 0.964 -0.598 -0.5801
C 1.375 0.971 0.263 0.4732
C -0.003 0.421 -0.021 -0.3560
N -0.119 -0.165 -1.380 -0.7520
H 1.577 1.385 1.250 0.1712
H -0.206 -0.416 0.750 0.2484
H -0.778 1.193 0.085 0.2674
H -1.000 -0.743 -1.439 0.4649
H -0.147 0.577 -2.152 0.4897
H 0.689 -0.814 -1.577 0.4807
H 1.965 -1.236 2.853 0.4916
H 0.561 -0.812 2.663 0.5097
O 1.366 -0.966 2.211 -0.9765
H 2.392 0.282 -2.254 0.5113
H 2.731 -0.695 -3.520 0.4966
O 2.023 -0.336 -2.955 -1.0118
H -1.406 0.199 3.761 0.4852
H -1.684 -0.463 2.475 0.4996
O -1.068 -0.461 3.181 -0.9812
H -3.590 -0.496 1.121 0.4881
H -2.392 -1.217 0.462 0.5079
O -2.663 -0.433 1.041 -1.0029
H 1.078 3.993 0.113 0.5027
H -0.385 3.859 0.560 0.4981
O 0.333 3.399 0.146 -0.9626
H -0.803 -2.587 -0.272 0.5220
H -2.174 -3.148 -0.862 0.5051
O -1.743 -2.341 -0.618 -1.0192
H -0.501 2.925 -2.926 0.4947
H -0.219 2.813 -1.434 0.4949
O -0.572 2.358 -2.165 -0.9800
H 1.304 -3.396 0.166 0.5062
H 1.004 -2.050 0.930 0.5114
O 0.817 -2.563 0.142 -0.9982
```

Calculated values
**E_LUMO**: -2.47 eV
**2S+1**: 1
**Net charge**: +1
**Orbital gap**: 11.2 eV



5.
Entry from OMol25: the molecule C5H7NO (ωB97M-V with the def2-TZVPD basis set).

XYZ file:
```
14
Properties=species:S:1:pos:R:3:nbo_charge:R:1
C -1.973 1.005 0.631 -0.4588
N -1.273 0.164 -0.267 -0.5878
C -0.129 -0.353 0.108 0.5946
O 0.521 -0.041 1.208 -0.4832
C 1.624 0.225 0.139 0.0148
C 2.126 -1.104 -0.239 -0.4836
C 0.813 -0.785 -0.831 -0.3445
H -3.013 1.144 0.258 0.2050
H -2.221 0.575 1.630 0.2232
H -1.765 2.064 0.937 0.2161
H -0.728 0.820 -1.155 0.4087
H 2.081 -1.864 0.527 0.2196
H 2.913 -1.208 -0.989 0.2387
H 0.786 -0.693 -1.911 0.2370
```

Calculated values
**Structure (SMILES)**: CN[C@]12O[C@@]13C[C@H]32
**E_LUMO**: 0.52 eV
**2S+1**: 1
**Net charge**: 0
**Orbital gap**: 8.9 eV



6.
Entry from OMol25: the molecule C4H5NOS (ωB97M-V with the def2-TZVPD basis set).

XYZ file:
```
12
Properties=species:S:1:pos:R:3:nbo_charge:R:1
C -1.434 -0.952 -0.014 0.5393
C -0.792 1.529 0.036 -0.1917
C 0.762 1.742 0.017 -0.4681
C 0.783 0.198 -0.083 0.1157
H -0.947 -1.915 -0.142 0.1530
H -1.281 1.945 -0.864 0.2037
H -1.288 1.807 0.912 0.2098
H 1.152 2.100 0.964 0.2386
H 1.108 2.324 -0.817 0.2392
N -0.599 0.120 -0.092 -0.4604
O -2.652 -0.857 0.053 -0.5510
S 1.922 -0.959 0.027 -0.0282
```

Calculated values
**Structure (SMILES)**: O=CN1CCC1=S
**E_LUMO**: -0.33 eV
**2S+1**: 1
**Net charge**: 0
**Orbital gap**: 8.7 eV